Record 1
22
Properties=species:S:1:pos:R:3:forces:R:3:lowdin_charge:R:1 method="wB97M-V/def2-TZVPD" spin_multiplicity=1 e_homo_ev=-9.905
B 0.5000 0.1499 0.0870 -0.692 -4.009 1.531 -0.498
C -1.4140 -0.0370 -0.6571 0.897 -1.947 1.666 -0.466
C -2.8877 -0.2940 -0.7259 1.049 2.845 -2.658 0.060
C 0.6288 -2.4529 -0.4171 0.091 1.217 1.668 -0.092
C 1.0390 2.4929 1.1198 -3.693 3.290 -1.350 -0.108
C 1.1935 -1.2560 0.4896 -0.087 -1.165 -1.255 -0.115
C 1.2228 1.4444 0.0507 -2.446 3.162 -2.380 -0.146
O -0.9779 0.1285 0.5667 0.495 1.331 -1.106 0.140
O -0.4731 -0.3000 -1.4578 -1.066 2.010 0.167 0.098
H -3.1456 -0.5817 0.2230 -0.882 -1.071 2.080 0.064
H -3.4043 0.6855 -0.9281 0.334 -1.008 -0.059 0.123
H -3.0319 -0.9919 -1.5188 -0.628 -0.519 -0.403 0.091
H -0.4614 -2.2207 -0.4895 0.909 -1.362 -0.004 0.066
H 1.0968 -2.2928 -1.3657 -0.075 -0.340 -0.818 0.055
H 0.9221 -3.4436 0.0034 -0.596 0.705 -0.368 0.079
H 1.7451 2.4323 1.8493 2.198 -0.219 2.012 0.023
H 1.0750 3.6034 0.6872 0.223 -2.332 0.771 0.116
H 0.0511 2.5165 1.6796 0.892 -0.458 -0.845 0.090
H 1.0043 -1.5886 1.5112 -0.042 0.569 0.273 0.091
H 2.2876 -1.2611 0.3469 -0.284 0.250 0.196 0.092
H 0.7930 1.8503 -0.9651 0.818 -0.227 1.555 0.160
H 2.2367 1.4167 -0.0892 2.586 -0.723 -0.674 0.076



Record 2
97
Properties=species:S:1:pos:R:3:forces:R:3:lowdin_charge:R:1 method="wB97M-V/def2-TZVPD" spin_multiplicity=1 total_charge=+1 e_homo_ev=-10.356
Sn 0.0434 -0.2060 -0.3693 -0.080 -0.349 -0.223 1.326
Cl -1.3099 0.5636 2.9564 0.237 0.062 0.012 0.756
C -1.0920 2.2820 3.1545 -0.243 -0.104 0.120 -0.635
C -0.9232 2.7561 4.4474 -0.009 0.069 -0.024 -0.100
C -0.9147 4.1219 4.6692 0.014 -0.012 0.008 -0.059
C -1.1190 4.9965 3.6097 -0.006 -0.006 0.009 -0.056
C -1.2854 4.5011 2.3297 0.120 0.012 -0.014 -0.083
C -1.2337 3.1292 2.0646 0.167 0.173 -0.080 -0.362
P -1.4295 2.5490 0.3279 -0.145 -0.026 0.030 1.090
C -3.2158 2.9307 0.1541 -0.018 -0.053 -0.023 -0.346
C -3.7385 4.1054 -0.3830 0.017 -0.024 0.014 -0.087
C -5.1094 4.3213 -0.3882 -0.007 0.003 -0.002 -0.067
C -5.9711 3.3804 0.1552 -0.006 -0.001 0.002 -0.071
C -5.4569 2.2229 0.7219 -0.011 0.016 0.004 -0.066
C -4.0894 2.0010 0.7194 0.021 -0.040 0.048 -0.111
C -0.5603 3.8298 -0.6329 -0.116 0.060 0.016 -0.393
C -0.9800 4.1173 -1.9324 -0.079 0.079 0.042 -0.136
C -0.2771 5.0136 -2.7202 0.026 -0.042 -0.027 -0.074
C 0.8728 5.6151 -2.2302 0.005 0.009 0.001 -0.061
C 1.3121 5.3173 -0.9489 0.008 0.000 -0.019 -0.057
C 0.5995 4.4320 -0.1543 0.065 -0.088 -0.027 -0.100
H -0.8317 2.0561 5.2660 0.020 -0.006 -0.008 0.109
H -0.7776 4.5001 5.6732 -0.006 0.003 0.000 0.114
H -1.1508 6.0639 3.7812 -0.013 -0.001 0.004 0.113
H -1.4486 5.1901 1.5108 0.026 0.005 0.001 0.114
H -3.0862 4.8645 -0.7891 0.031 0.021 -0.019 0.096
H -5.5030 5.2356 -0.8129 0.002 -0.001 0.003 0.110
H -7.0389 3.5547 0.1488 0.001 0.002 0.001 0.109
H -6.1191 1.4949 1.1727 0.000 -0.005 -0.005 0.110
H -3.6953 1.1048 1.1844 -0.019 0.036 -0.012 0.075
H -1.8670 3.6419 -2.3360 0.002 -0.020 -0.009 0.110
H -0.6152 5.2250 -3.7264 -0.018 0.022 0.014 0.113
H 1.4274 6.3096 -2.8471 0.001 -0.001 0.000 0.111
H 2.2105 5.7797 -0.5608 0.009 -0.013 -0.005 0.111
H 0.9616 4.2031 0.8389 -0.027 0.015 0.013 0.092
C -1.3575 -0.7228 -4.5790 0.019 -0.019 -0.013 -0.054
C -0.5256 -1.7455 -5.0156 -0.010 0.014 0.000 -0.052
C 0.4010 -2.2957 -4.1507 0.007 0.015 0.040 -0.012
C 0.5145 -1.8220 -2.8405 0.021 -0.021 0.045 -0.173
C -0.2996 -0.7748 -2.4081 0.000 0.168 0.009 -0.216
C -1.2360 -0.2422 -3.2863 -0.040 0.003 0.048 -0.119
C 1.4224 -2.4761 -1.8654 -0.021 -0.004 -0.041 -0.179
C 2.3546 -3.4652 -2.2631 0.030 0.001 0.049 0.025
C 3.0706 -4.1368 -1.3225 -0.038 0.031 -0.019 0.033
C 2.8657 -3.8642 0.0486 0.011 -0.005 -0.039 -0.149
C 3.5221 -4.5772 1.0753 0.009 0.008 0.048 -0.009
C 3.2793 -4.2824 2.3872 0.013 -0.010 -0.032 -0.049
C 2.3768 -3.2523 2.7170 -0.004 0.035 -0.025 -0.042
C 1.7385 -2.5425 1.7374 0.029 0.075 0.068 -0.058
C 1.9635 -2.8353 0.3808 -0.005 -0.025 0.069 -0.210
N 1.2883 -2.1420 -0.5882 -0.036 0.089 -0.176 0.070
H -2.0933 -0.2973 -5.2490 -0.006 -0.003 0.003 0.113
H -0.6073 -2.1210 -6.0265 -0.002 -0.002 0.002 0.113
H 1.0179 -3.1090 -4.5038 0.000 -0.014 -0.004 0.106
H -1.8805 0.5737 -2.9759 0.011 0.025 0.012 0.101
H 2.5007 -3.6740 -3.3101 -0.010 -0.012 -0.009 0.111
H 3.7914 -4.8918 -1.6117 -0.007 -0.005 -0.003 0.132
H 4.2122 -5.3653 0.8017 0.004 0.004 0.003 0.123
H 3.7752 -4.8341 3.1738 0.001 0.000 -0.003 0.114
H 2.1915 -3.0153 3.7568 -0.004 -0.008 0.000 0.120
H 1.0594 -1.7404 1.9995 -0.013 0.012 0.015 0.074
F -5.1887 -3.1555 1.2850 -0.001 -0.001 0.000 0.081
C -4.0430 -2.5137 1.0186 -0.007 0.013 -0.003 -0.270
C -2.8985 -2.8786 1.7000 -0.017 -0.004 0.008 0.010
C -1.7147 -2.2125 1.4211 0.127 -0.053 0.021 -0.146
C -1.6751 -1.1917 0.4777 0.151 0.052 -0.005 -0.358
C -2.8481 -0.8580 -0.1938 0.057 -0.020 -0.051 -0.165
C -4.0424 -1.5117 0.0701 -0.006 -0.034 0.030 0.007
H -2.9404 -3.6737 2.4318 0.001 0.003 0.003 0.127
H -0.8308 -2.5202 1.9622 -0.003 0.017 -0.022 0.080
H -2.8582 -0.0714 -0.9381 0.010 0.020 -0.024 0.081
H -4.9573 -1.2538 -0.4460 0.004 0.003 -0.006 0.130
C 4.3481 -0.1052 0.5454 -0.030 0.017 0.012 -0.145
Si 2.9718 1.1139 0.9458 -0.074 0.308 0.036 0.427
C 3.5710 2.8879 1.1121 0.052 -0.115 -0.120 -0.156
C 2.4435 0.6936 2.6888 -0.098 -0.195 -0.120 -0.156
N 1.6605 1.0833 -0.2744 0.042 -0.462 0.265 -0.198
C 2.0133 1.5277 -1.5904 0.046 0.191 -0.099 -0.356
C 1.0302 1.8054 -2.5387 -0.084 0.212 0.069 -0.116
C 1.3346 2.1877 -3.8340 -0.015 0.003 0.034 -0.071
C 2.6509 2.3622 -4.2233 0.057 -0.019 0.048 -0.081
C 3.6462 2.1644 -3.2770 -0.034 0.047 -0.098 -0.069
C 3.3390 1.7538 -1.9906 -0.028 -0.185 0.077 -0.056
H 4.9077 -0.3057 1.4626 0.007 -0.011 0.008 0.044
H 5.0612 0.2209 -0.2108 -0.007 -0.002 0.057 0.029
H 3.9298 -1.0565 0.2066 0.013 0.008 0.006 0.021
H 4.5677 2.8925 1.5617 0.005 0.000 -0.005 0.045
H 2.9092 3.4257 1.7951 -0.011 -0.027 0.012 0.030
H 3.6202 3.4473 0.1799 0.000 -0.005 -0.055 0.023
H 3.2431 1.1049 3.3123 0.004 0.020 -0.006 0.051
H 2.4092 -0.3735 2.8950 -0.037 0.026 0.051 0.004
H 1.5170 1.1558 3.0146 -0.169 0.084 0.023 0.002
H -0.0138 1.7767 -2.2500 0.172 -0.058 -0.040 0.047
H 0.5256 2.3645 -4.5321 0.002 0.024 -0.010 0.114
H 2.8975 2.6605 -5.2330 0.000 0.010 0.001 0.105
H 4.6847 2.3248 -3.5371 -0.003 -0.011 -0.013 0.109
H 4.1630 1.6061 -1.3111 -0.055 -0.008 0.023 0.067



Record 3
99
Properties=species:S:1:pos:R:3:forces:R:3:lowdin_charge:R:1 method="wB97M-V/def2-TZVPD" spin_multiplicity=1 total_charge=+1 e_homo_ev=-10.421
C -4.4661 3.5749 -0.8386 0.050 0.216 -0.058 0.005
C -3.9804 2.7365 -1.7334 0.026 -0.383 -0.277 -0.161
C -2.5562 2.2297 -1.7083 0.000 0.037 -0.216 -0.141
C -2.2653 1.2371 -0.5931 -0.033 0.065 0.139 -0.242
C -0.7836 0.9699 -0.3881 -0.215 -0.076 -0.028 -0.164
N -0.5112 -0.0519 0.6235 -0.577 0.244 0.289 -0.020
C -1.6905 -0.7239 1.1877 -0.132 -0.105 0.164 -0.156
C -2.7273 -1.1419 0.1334 0.344 -0.126 0.108 -0.242
S -4.3193 -1.4682 1.0048 0.762 0.103 -0.116 0.659
C -5.6123 -1.2087 -0.1668 0.034 0.121 -0.289 -0.121
O -4.4351 -0.4617 2.0150 -0.310 0.037 0.171 -0.286
O -4.2134 -2.8611 1.3089 -0.367 0.024 0.140 -0.275
N -2.8211 -0.1241 -0.9739 0.033 0.070 0.068 0.127
H -5.5010 3.8943 -0.8698 0.082 -0.023 -0.089 0.085
H -3.8538 3.9854 -0.0398 -0.009 -0.110 -0.069 0.077
H -4.6239 2.3878 -2.5368 0.036 -0.036 0.009 0.103
H -2.3159 1.7650 -2.6727 0.144 0.104 0.065 0.128
H -1.8577 3.0603 -1.5784 -0.060 -0.009 -0.026 0.137
H -2.7863 1.5259 0.3250 0.108 -0.015 -0.044 0.158
H -0.2663 1.9015 -0.1564 -0.087 0.003 0.018 0.146
H -0.3869 0.6301 -1.3603 -0.044 0.125 0.052 0.114
H -0.0482 0.3890 1.4078 0.169 -0.149 -0.045 0.132
H -2.1939 -0.1193 1.9490 -0.032 0.056 -0.138 0.117
H -1.3636 -1.6534 1.6667 0.053 0.206 -0.096 0.115
H -2.4538 -2.0997 -0.3118 -0.024 0.143 -0.135 0.139
H -5.3247 -1.5539 -1.1627 -0.060 -0.223 0.103 0.081
H -5.8733 -0.1494 -0.1902 -0.092 -0.098 0.099 0.075
H -6.4334 -1.8236 0.2044 -0.058 0.128 -0.085 0.092
H -2.2312 -0.4571 -1.7423 -0.093 -0.021 -0.047 0.188
H -3.7704 -0.0392 -1.3423 -0.027 0.072 0.063 0.147
C -1.4518 -4.2666 1.6045 -0.107 -0.066 0.003 -0.104
O -0.2876 -3.4867 1.4830 0.061 0.003 -0.150 -0.237
C 0.8336 -3.9144 2.2357 0.003 0.000 0.100 -0.181
C 2.1076 -3.5737 1.5010 0.150 0.013 0.034 -0.180
O 2.4052 -4.4031 0.3927 0.045 0.063 -0.090 -0.121
C 1.5858 -4.3535 -0.7619 -0.107 -0.156 0.043 -0.177
C 1.6963 -3.1101 -1.6142 0.023 0.010 -0.152 -0.193
O 1.0871 -1.9860 -0.9993 -0.050 0.085 0.100 -0.203
C 1.7790 -0.7767 -1.2160 0.158 0.024 -0.050 -0.117
H -1.9598 -4.1220 2.5639 0.046 -0.018 0.027 0.099
H -2.1178 -3.9259 0.8144 -0.102 -0.179 0.065 0.058
H -1.2646 -5.3359 1.4611 0.128 0.035 0.017 0.101
H 0.7873 -4.9917 2.4293 -0.022 0.005 -0.069 0.134
H 0.8475 -3.3928 3.2018 -0.016 -0.084 0.049 0.132
H 2.9349 -3.7455 2.1926 0.005 0.055 -0.003 0.133
H 2.1090 -2.5140 1.2298 -0.081 -0.008 -0.067 0.123
H 0.5371 -4.5414 -0.5162 0.007 0.048 0.029 0.118
H 1.9391 -5.1857 -1.3751 -0.049 -0.005 -0.007 0.134
H 1.1895 -3.3215 -2.5664 0.078 0.007 -0.027 0.130
H 2.7461 -2.9008 -1.8403 0.004 0.005 0.048 0.110
H 2.8433 -0.8755 -0.9794 0.004 -0.012 -0.024 0.099
H 1.3376 -0.0316 -0.5559 0.339 -0.256 -0.105 0.047
H 1.6877 -0.4320 -2.2533 0.060 -0.047 -0.077 0.095
C 7.4493 -0.7189 -5.6810 -0.064 0.044 -0.064 -0.114
O 6.8178 -1.6887 -4.8783 0.132 -0.049 0.150 -0.199
C 6.8761 -2.9987 -5.4106 -0.083 0.027 -0.117 -0.207
C 6.9472 -4.0417 -4.3192 -0.084 -0.034 -0.033 -0.188
O 8.1997 -4.1350 -3.6693 0.065 -0.086 -0.009 -0.118
C 8.5740 -3.1206 -2.7554 0.065 0.074 0.028 -0.184
C 7.8911 -3.2085 -1.4105 0.052 0.033 0.135 -0.201
O 6.5250 -2.8469 -1.4982 -0.065 -0.055 -0.171 -0.194
C 5.6692 -3.6028 -0.6766 0.030 0.035 0.085 -0.107
H 6.8844 -0.5145 -6.5982 0.003 -0.030 -0.006 0.088
H 7.5101 0.1968 -5.0956 -0.018 0.010 -0.013 0.087
H 8.4623 -1.0291 -5.9596 0.003 0.003 0.017 0.089
H 7.7446 -3.1067 -6.0707 0.024 0.003 0.036 0.127
H 5.9718 -3.1940 -6.0046 0.046 0.001 -0.071 0.126
H 6.8197 -5.0122 -4.8047 -0.051 -0.008 0.035 0.129
H 6.1276 -3.9038 -3.6094 0.056 0.084 0.018 0.118
H 8.4515 -2.1223 -3.1819 -0.104 -0.038 0.001 0.121
H 9.6391 -3.2874 -2.5790 0.010 0.054 -0.026 0.130
H 8.4085 -2.5258 -0.7226 -0.001 -0.056 0.045 0.128
H 7.9937 -4.2266 -1.0181 -0.026 -0.017 -0.041 0.126
H 5.8331 -4.6791 -0.7994 0.014 0.002 -0.006 0.096
H 4.6491 -3.3755 -0.9742 -0.028 0.009 0.050 0.057
H 5.7851 -3.3509 0.3844 0.031 -0.018 0.004 0.093
C -5.0742 2.7790 2.0968 -0.069 -0.217 0.052 -0.123
O -4.4995 4.0579 2.1780 0.064 0.052 0.000 -0.203
C -5.3529 5.1139 1.7651 -0.107 0.168 -0.004 -0.205
C -5.0872 6.3805 2.5469 0.026 0.036 -0.042 -0.180
O -5.5589 6.3595 3.8771 -0.100 0.021 0.018 -0.113
C -4.8501 5.6009 4.8423 0.025 -0.049 0.074 -0.181
C -3.5637 6.2350 5.3164 0.092 -0.012 0.121 -0.202
O -2.5625 6.1970 4.3144 -0.152 0.031 -0.159 -0.201
C -1.7391 7.3417 4.2877 0.090 -0.017 0.061 -0.111
H -5.1385 2.4240 1.0571 -0.069 -0.043 0.190 0.051
H -4.4428 2.0938 2.6597 0.018 -0.003 -0.006 0.082
H -6.0809 2.7525 2.5274 0.017 0.046 0.025 0.102
H -6.4025 4.8234 1.8895 0.007 -0.010 0.032 0.136
H -5.1816 5.3366 0.7024 -0.144 0.099 0.199 0.096
H -5.6633 7.1714 2.0608 0.054 0.030 -0.009 0.134
H -4.0285 6.6447 2.4900 0.008 -0.083 0.051 0.124
H -4.6694 4.5783 4.5029 0.052 0.050 -0.066 0.119
H -5.5188 5.5586 5.7045 -0.005 -0.052 -0.010 0.131
H -3.2209 5.6807 6.2005 0.010 0.068 0.032 0.129
H -3.7606 7.2685 5.6215 -0.022 0.009 -0.043 0.127
H -2.3339 8.2610 4.2688 -0.006 -0.005 -0.016 0.090
H -1.1412 7.2901 3.3793 0.022 -0.007 0.013 0.086
H -1.0650 7.3808 5.1504 -0.022 -0.002 0.015 0.090



Number 1: HOMO-LUMO gap 0.390 Eh, strongest force on any atom 5.1 eV Å⁻¹, LUMO 0.695 eV. Number 2: HOMO-LUMO gap 0.263 Eh, strongest force on any atom 0.5 eV Å⁻¹, LUMO -3.195 eV. Number 3: HOMO-LUMO gap 0.273 Eh, strongest force on any atom 0.8 eV Å⁻¹, LUMO -2.993 eV.